[1]
20
Properties=species:S:1:pos:R:3:forces:R:3:lowdin_charge:R:1 method="wB97M-V/def2-TZVPD" total_charge=+1 homo_energy_ev=-12.7 e_above_lowest_kj_mol=410.7 smiles="C/N=C(/C)[C@H](C)[NH3+]" total_energy_ev=-8366.554
C -0.80399 0.56786 0.16826 1.31 -2.21 -1.57 -0.25
C -0.38524 1.79968 0.83028 2.31 0.08 2.33 -0.05
C 1.54881 -0.79747 1.06068 -0.16 -1.92 -0.59 -0.08
C -2.57648 -0.85904 -0.70893 0.60 -1.61 0.93 -0.09
C 0.63922 -0.61226 -0.11554 -0.74 6.60 1.59 -0.17
N -1.93815 0.36345 -0.26693 -1.38 0.26 0.45 0.02
N 1.46845 0.13479 -1.26623 3.83 -2.18 2.04 0.18
H -0.86089 2.70844 0.60905 -0.79 1.01 -1.41 0.07
H 0.73567 1.94101 0.80158 -1.14 0.01 0.09 0.09
H -0.66987 1.79428 1.91439 0.53 -0.69 -0.55 0.12
H 2.45568 -1.24145 0.63681 0.31 -0.07 0.39 0.09
H 1.80765 0.02900 1.66290 0.05 1.10 0.59 0.07
H 1.09962 -1.60761 1.66996 0.29 0.62 -0.03 0.12
H -3.59929 -1.10347 -0.27242 1.20 1.21 -0.34 0.11
H -1.93173 -1.67479 -0.25211 -0.70 0.23 -1.28 0.08
H -2.70375 -0.88479 -1.80790 0.38 -0.10 0.60 0.09
H 0.37014 -1.52349 -0.37526 -1.55 -3.86 -2.22 0.06
H 1.13648 1.05092 -1.46100 -0.90 0.78 -0.88 0.12
H 1.79118 -0.45400 -2.12849 -1.14 1.48 1.78 0.21
H 2.41650 0.36897 -0.69912 -2.33 -0.73 -1.92 0.21

[2]
12
Properties=species:S:1:pos:R:3:forces:R:3:lowdin_charge:R:1 method="wB97M-V/def2-TZVPD" total_charge=0 homo_energy_ev=-10.2 e_above_lowest_kj_mol=43.3 smiles="FC1(F)CC=NC1" total_energy_ev=-11153.033
C -1.41804 -0.08497 0.06182 -1.07 -0.75 -3.53 -0.18
C -0.35967 -0.21244 -1.03176 0.85 -2.69 -0.61 -0.07
C 0.37320 0.24734 1.21830 1.44 0.95 1.12 -0.11
C 0.92223 0.11526 -0.31287 -0.17 1.34 1.94 -0.46
N -1.05571 0.26334 1.19183 -0.40 -0.66 0.86 0.03
F 1.50748 1.31109 -0.84760 -1.00 -1.51 1.06 0.01
F 1.90074 -0.80131 -0.36302 0.16 -0.31 -0.28 0.08
H -2.40705 -0.44979 -0.26801 0.01 0.83 0.75 0.12
H -0.33087 -1.35559 -1.36929 0.00 2.39 0.50 0.17
H -0.37220 0.42389 -1.91989 -0.78 -0.13 0.10 0.12
H 0.61617 -0.66477 1.89525 0.26 1.57 -1.34 0.15
H 0.62373 1.20794 1.74525 0.71 -1.02 -0.57 0.13